Here is C36H86CaN4O14S3 as an isolated structure in a non-equilibrium geometry from the OMol25 dataset. Energies are from ωB97M-V/def2-TZVPD.

```
144
Properties=species:S:1:pos:R:3:forces:R:3:mulliken_charge:R:1
Ca -0.246182 -2.616135 -3.457753 -0.2551 -1.5913 -0.0670 0.954
C -0.002692 -5.607865 -0.571643 -1.2757 -0.3166 0.1962 -0.853
C -0.207172 -4.869605 -1.882433 -0.4381 -0.3163 -0.0872 0.956
O -1.331072 -4.375515 -2.276633 0.8093 -0.0172 1.0547 -0.766
O 0.811978 -4.751845 -2.575093 1.2366 1.1871 -1.2679 -0.710
H -0.533632 -5.028575 0.183757 0.1156 -0.2305 0.3464 -0.026
H 1.009388 -5.883655 -0.275473 0.1503 0.7974 -0.3882 0.368
H -0.481242 -6.585455 -0.629933 -0.4950 0.0722 -0.0646 0.387
C -0.550972 -1.671535 0.324097 0.6565 0.0408 -1.5141 -1.568
C -0.076102 -0.522845 -0.614673 -0.1686 -1.3526 0.6660 2.229
C 1.303058 -0.060005 -0.142963 1.2445 0.6393 0.0816 -1.390
O 0.089518 -0.840355 -1.975943 -0.5595 0.5453 1.9926 1.565
H -0.572302 -1.283495 1.342467 -0.1926 -0.1144 -0.0742 -0.194
H 0.161458 -2.492945 0.247707 0.0902 -0.1279 0.2475 0.292
H -1.505422 -2.060685 -0.030413 -0.1984 0.1164 0.3162 0.376
H -0.768122 0.281885 -0.366443 -0.0751 0.6861 -1.1426 -1.159
H 1.164978 0.512635 0.774167 -0.1497 -0.1837 0.1808 -0.088
H 1.835088 0.613165 -0.815193 -0.3399 0.1302 -0.3387 0.371
H 1.995078 -0.882705 0.036977 -0.2833 -0.2481 0.0993 0.543
C 4.168308 -1.018745 4.972457 0.5784 1.1334 0.3353 -1.144
C 3.334078 -2.079505 4.332027 -0.0823 0.0477 -1.7241 0.681
C 3.158748 -1.848425 2.798267 -1.7127 1.0669 1.0914 -0.439
O 3.843208 -3.369625 4.480647 0.3625 -0.8563 0.6656 -0.589
H 4.068938 -0.040335 4.502407 -0.3050 0.0075 -0.2712 -0.010
H 5.236398 -1.211405 4.871637 0.0626 -0.2617 0.2043 0.373
H 3.902848 -0.837375 6.013957 0.2546 -0.3844 0.1295 0.366
H 2.365848 -2.096245 4.832377 -0.2752 -0.0045 -0.3219 -0.142
H 2.385508 -2.521585 2.428057 0.4956 -0.5381 -0.2623 0.157
H 4.042378 -1.773075 2.164527 0.1747 -0.3797 0.3457 0.531
H 2.634678 -0.894425 2.740537 0.1318 0.5280 -0.2908 -0.233
H 4.711988 -3.354255 4.072517 0.2463 -0.2746 0.0550 0.409
C -3.006642 2.130685 0.370067 0.1567 0.0273 -0.0240 -1.026
C -4.359012 2.238515 1.000757 -0.8921 1.6511 -0.5697 1.120
C -4.344512 2.428765 2.502047 -0.6226 -0.7806 0.1394 -0.725
O -5.717792 2.522895 2.835287 -0.3155 0.0030 1.8563 -0.392
C -5.979492 2.607055 4.282337 0.2910 0.1556 -1.4995 -0.770
N -4.985572 3.455295 0.433207 0.0979 0.2427 0.2653 -0.821
H -3.114672 2.081025 -0.713423 0.0624 -0.3929 -0.1362 0.261
H -2.484602 1.267015 0.781967 0.3624 -0.0018 -0.1745 -0.201
H -2.481232 3.071095 0.536427 0.2771 -0.1503 0.2859 0.410
H -5.001062 1.380775 0.800377 0.1545 -0.4691 0.0722 0.102
H -3.762282 3.270825 2.876287 0.0013 0.4796 -0.3311 0.528
H -3.909882 1.544925 2.968977 -0.0114 -0.3197 0.0818 0.187
H -5.430072 1.843975 4.833637 0.0839 -0.1044 -0.0815 0.274
H -7.049092 2.461565 4.433657 0.1327 0.0289 -0.1578 0.271
H -5.688782 3.598915 4.628447 0.0185 0.0235 0.1396 0.311
H -5.287842 3.387835 -0.528133 0.1836 -0.3293 -0.1062 0.190
H -5.796402 3.726985 0.970637 -0.0593 -0.1008 0.1362 0.259
C 2.910118 3.224455 3.748817 2.7926 0.4122 0.5845 -1.563
C 1.808848 2.695425 2.923297 -1.5719 1.4883 1.1923 1.993
C 0.730158 2.086745 3.869047 1.1175 0.4600 -1.1824 -1.432
O -0.239212 1.529705 3.026037 1.2494 0.2093 -1.5461 0.003
C -1.234512 0.790325 3.591077 -0.7268 -0.4519 1.4483 -0.683
N 1.381498 3.843695 2.122967 -0.0795 -0.9995 -1.1519 -0.504
H 2.773688 3.751415 4.693167 -0.8237 -0.8141 0.4485 0.437
H 3.464088 4.026735 3.261387 -0.1556 -0.1089 -0.7618 0.412
H 3.648078 2.423435 3.792277 0.2541 0.1131 0.9753 0.183
H 2.248438 1.861405 2.376237 -0.4382 0.1612 -0.7540 -0.771
H 0.336108 2.851045 4.538877 -0.2306 0.1559 0.0255 0.353
H 1.282578 1.357885 4.462077 -0.3278 -0.5340 0.2647 0.436
H -1.589702 -0.014145 2.947057 -0.1511 0.2996 -0.4205 0.270
H -2.033382 1.474315 3.877557 -0.4099 -0.3741 0.1679 0.130
H -0.866762 0.275295 4.478547 -0.0480 -0.0659 0.3891 0.399
H 1.211718 4.681055 2.661577 -0.0879 -0.1823 0.1010 0.266
H 0.632748 3.656555 1.471467 -0.2832 0.0603 0.2516 0.126
C 0.411628 3.171915 -5.214763 -0.7014 0.4666 1.1800 -1.766
C 0.292228 2.357495 -3.922443 0.8153 -0.3120 -0.1873 0.668
C -0.147372 3.049435 -2.670233 -1.0771 1.2124 -0.3204 -0.356
O 0.484698 4.289385 -2.535233 0.6378 0.6831 0.3482 -0.491
C 1.845868 4.367615 -2.083533 -1.2896 0.1888 0.9049 -0.540
N -0.485292 1.142705 -4.120953 0.0430 0.0171 0.4019 0.200
H 0.840678 2.510995 -5.967883 -0.1790 0.4317 -0.1917 0.238
H 0.975508 4.089675 -5.047893 0.5632 -0.3361 -0.0415 0.426
H -0.561632 3.597365 -5.459423 -0.2616 -0.4998 -0.5322 0.381
H 1.311678 2.064105 -3.671963 0.3645 -0.4854 -0.2107 0.076
H -0.186542 2.375005 -1.814833 1.1362 -0.2231 0.5476 0.131
H -1.210132 3.291465 -2.677713 -0.3266 0.3021 -0.6476 0.325
H 2.070158 5.421855 -1.921143 -0.0169 0.0987 -0.6712 0.425
H 2.581418 3.900945 -2.738733 -0.0479 -0.1436 0.0317 0.275
H 1.839988 4.020245 -1.050373 0.5169 -0.7621 0.0381 0.044
H -1.474702 1.326045 -4.034023 -0.4970 0.3915 -0.4796 0.300
H -0.335502 0.572045 -3.301193 0.2475 -0.2117 0.1917 -0.379
C 0.849368 -0.410925 -7.314013 1.3144 0.7819 -1.6140 -1.466
C 0.847808 -1.334505 -6.128663 1.3276 0.1770 -1.1410 0.169
C 1.989408 -1.030915 -5.176233 0.0845 0.2967 -1.2419 -0.608
O 1.970818 -1.965305 -4.135243 -0.0976 0.0931 0.9620 -0.410
C 3.014028 -1.960375 -3.153123 0.5263 -1.7817 -0.0474 -0.787
N -0.410802 -1.238785 -5.507403 -1.0963 -1.1200 0.9178 -0.266
H 0.080098 -0.691515 -8.033453 0.0495 -0.1966 -0.0274 0.436
H 1.808718 -0.404985 -7.831423 0.1307 -0.6438 -0.3290 0.465
H 0.757698 0.670115 -7.208853 -0.5671 -0.0071 1.0706 0.205
H 0.994428 -2.341475 -6.519333 0.1763 -0.2436 0.0172 0.298
H 1.909058 -0.001365 -4.827403 0.1240 0.1417 0.2208 0.149
H 2.871898 -1.160445 -5.802763 0.4632 0.1790 0.3476 0.519
H 4.031098 -1.840585 -3.526393 -0.2080 0.6794 -0.6012 0.465
H 3.039328 -3.012605 -2.869823 -0.1483 -0.0092 0.5281 0.271
H 2.876048 -1.367325 -2.249043 -0.4641 0.4391 -0.3418 0.084
H -1.078492 -1.187715 -6.263493 -0.5861 -0.2215 0.2199 0.292
H -0.387022 -0.311775 -5.107173 -0.6526 0.9335 0.3654 0.472
C 4.497758 2.815175 0.158937 0.8924 0.3371 0.5528 0.565
C 5.141828 1.705445 -0.709003 0.6847 0.3728 0.7220 -0.823
C 5.817808 0.680895 0.227007 -0.6015 0.7872 0.3873 -0.218
S 6.436128 1.722495 1.686207 0.8669 0.5129 -0.8778 1.050
O 7.871508 1.920015 1.542147 -1.0957 -0.2438 -0.0551 -0.706
O 5.933818 1.273545 2.966447 -0.2844 -0.3255 -0.5635 -0.522
C 5.551718 3.287135 1.222077 0.6157 -1.2854 -0.1517 -0.827
H 3.646928 2.424755 0.717277 -0.2296 0.1258 -0.1925 -0.564
H 4.204658 3.640115 -0.490433 -0.2244 0.0102 0.2717 0.342
H 5.918998 2.164905 -1.319743 0.0456 0.0569 -0.0913 0.436
H 4.440378 1.245785 -1.405263 -0.1444 -0.0807 0.1722 0.235
H 6.613628 0.135715 -0.280483 0.1770 0.1387 0.4825 0.510
H 5.067718 -0.004195 0.622117 0.1203 -0.0813 0.1891 -0.169
H 6.359268 3.947905 0.906877 -0.1517 -0.1115 -0.6704 0.424
H 5.249018 3.698425 2.185047 -0.6686 -0.2268 -0.2638 0.248
C -6.263442 -1.334915 -3.780423 -1.1057 0.8973 -0.0726 -0.621
C -5.966982 -1.349755 -2.311223 0.8811 0.6689 1.9097 -0.801
C -4.463962 -0.950415 -2.045673 -0.4533 -0.6284 0.0045 -0.026
S -3.625152 -1.028385 -3.649183 -2.8737 1.2908 0.3217 1.079
O -2.485592 -1.919665 -3.585883 0.2246 0.1928 -0.1628 -0.839
O -3.524992 0.359055 -4.100853 0.7563 -1.1482 0.0271 -0.817
C -5.081752 -1.775625 -4.550033 2.1435 -0.6656 -0.8691 -1.046
H -6.482272 -0.293575 -4.016693 0.2446 0.1722 -0.2747 0.340
H -7.215062 -1.810315 -4.018113 0.3039 -0.5492 -0.0897 0.438
H -6.160782 -2.252565 -1.732023 -0.0610 -0.3153 -0.5934 0.380
H -6.569842 -0.584445 -1.822383 -0.1113 -0.0657 -0.0106 0.330
H -3.996092 -1.653945 -1.357013 0.0912 -0.0591 -0.1772 0.231
H -4.367422 0.049335 -1.622263 0.1210 0.0480 -0.3659 -0.112
H -4.869702 -2.842415 -4.621383 -0.2393 -0.1975 0.5448 0.419
H -5.006992 -1.446725 -5.586533 -0.1122 0.4391 0.1123 0.487
C -0.480722 -3.356005 3.712087 -1.7641 -0.5359 -1.5669 0.800
C -0.586842 -3.653585 5.215747 -0.7699 -0.2565 -0.9607 -0.608
C -2.090832 -3.853765 5.580317 -0.6563 -0.4399 0.1054 -0.911
S -3.151912 -4.223565 4.076237 2.1784 -2.9656 -0.4021 1.093
O -4.103622 -3.183505 3.786507 0.1456 0.1303 0.1278 -0.601
O -3.582282 -5.660225 4.092597 0.6864 3.1943 0.2335 -0.660
C -1.636512 -4.154805 2.951567 -0.1495 0.7306 0.9525 -0.782
H 0.440498 -3.693325 3.237037 0.2295 0.0351 0.4190 0.256
H -0.586942 -2.300305 3.462477 -0.0738 0.1271 0.2329 -0.677
H -0.138652 -2.835835 5.780117 -0.0392 -0.2606 0.1843 0.323
H -0.008532 -4.571915 5.317367 -0.2006 0.0110 0.7038 0.371
H -2.568392 -3.031505 6.113177 0.1941 0.2384 -0.2477 0.446
H -2.295462 -4.738385 6.183357 0.3358 -0.0345 0.0702 0.368
H -1.954992 -3.694785 2.016127 0.0702 0.0187 0.0347 0.217
H -1.356182 -5.193055 2.773947 -0.1068 0.0325 0.1088 0.415
```
Forces are in eV/Å.

Results
Frontier orbital gap (spin up / spin down): 9.225 / 4.827 eV
E_HOMO (spin up / spin down): -11.106 / -11.106 eV
Lowest unoccupied orbital energy (spin up / spin down): -1.88 / -6.28 eV
⟨S²⟩: 0.754
Total charge: +1
Spin multiplicity: 2